[1]
This record from OMol25 describes the ion C2H3ClO2P with charge -1 at a distorted geometry. The level of theory is ωB97M-V/def2-TZVPD.

The orbital gap comes out at 7.03 eV. The net charge is -1. The LUMO energy comes out at 3.8 eV. The calculation puts the molar mass at 125.47 g/mol. As for the structure (SMILES): O=C([O-])[PH2]=CCl.

Bonds (Å) are listed after each position.
CARTESIAN COORDINATES (ANGSTROEM)
1 C 1.0947 1.7799 1.3264  P3 2.219, O5 1.176, O8 1.204
2 Cl 0.0093 -2.2656 -1.0993  C9 1.822
3 P 0.8965 0.6561 -0.5772  C1 2.219, H6 1.418, H7 1.396, C9 1.767
4 H -1.1900 -0.6191 0.0472  C9 1.160
5 O 0.4645 1.1495 2.0928  C1 1.176
6 H 2.1789 0.1319 -0.8784  P3 1.418
7 H 1.0734 1.5053 -1.6707  P3 1.396
8 O 1.9497 2.5892 1.0721  C1 1.204
9 C -0.0452 -0.7547 -0.0825  Cl2 1.822, P3 1.767, H4 1.160

Mulliken atomic charge list, values in e, 5 entries:
1 C 0.5113
2 Cl -0.3368
3 P 0.0075
4 H 0.1931
5 O -0.4273

[2]
This record from OMol25 describes a cluster of 7 separate species, C25H46BIN2O8S in total at a distorted geometry. The level of theory is ωB97M-V/def2-TZVPD.

The orbital gap comes out at 7.43 eV. The LUMO energy comes out at -0.2 eV. The calculation puts the molar mass at 672.43 g/mol. As for the structure (SMILES): C=Cc1ccc2c(c1CB(O)O)N(NCCCC)c1ccc(I)cc1S2.CO.CO.CO.CO.CO.CO.

Bonds (Å) are listed after each position.
CARTESIAN COORDINATES (ANGSTROEM)
1 C 0.9445 -3.9630 -3.1601  C33 1.383, C50 1.387, H69 1.081
2 C -0.4244 0.5653 6.1529  H12 1.093, H30 1.093, H56 1.087, O58 1.424
3 C -0.4307 1.1813 -1.2509  C8 1.540, H13 1.096, H18 1.094, N23 1.444
4 C -1.7205 -2.0041 -1.0701  C27 1.381, S43 1.778, C45 1.394
5 C 3.0097 -3.5656 -1.9876  C22 1.385, C33 1.384, H76 1.080
6 H -1.3254 4.1808 5.2430  C17 1.093
7 C 7.0238 -2.8449 -3.4444  H11 1.093, H36 1.087, H67 1.093, O82 1.426
8 C -0.0708 2.5276 -1.9061  C3 1.540, C48 1.519, H54 1.091, H83 1.096
9 H 4.5519 0.3335 -1.8839  O59 0.963
10 H 3.0188 -1.8884 -0.6422  C22 1.081
11 H 6.8052 -3.9086 -3.5710  C7 1.093
12 H 0.5476 0.9355 6.4886  C2 1.093
13 H -1.5034 1.0374 -1.4244  C3 1.096
14 H -2.7080 4.3183 -0.6165  C84 1.090
15 H 1.2192 0.3899 -2.1899  N23 1.014
16 H 3.3612 2.0693 0.0175  C31 1.088
17 C -2.2966 3.8092 4.9047  H6 1.093, H42 1.087, H47 1.093, O73 1.423
18 H -0.3054 1.3119 -0.1718  C3 1.094
19 C 0.1314 0.4053 -5.4028  H29 1.095, H65 1.094, O71 1.418, H74 1.088
20 C -2.6203 -1.1469 2.9757  H61 1.092, C64 1.494, C81 1.383
21 C 0.0650 -0.4167 1.8855  B32 1.594, H39 1.091, H55 1.098, C78 1.504
22 C 2.4427 -2.4802 -1.3404  C5 1.385, H10 1.081, C63 1.387
23 N 0.3326 0.0861 -1.8028  C3 1.444, H15 1.014, N79 1.458
24 H 5.0392 1.4841 0.0530  C31 1.093
25 O 1.1963 -2.7371 1.7194  B32 1.398, H60 0.966
26 H -3.1479 0.8992 3.0915  C81 1.090
27 C -2.9666 -2.3228 -0.5684  C4 1.381, C41 1.385, H57 1.080
28 O 1.6730 -1.4186 3.6506  B32 1.372, H37 0.966
29 H -0.3755 1.1470 -4.7769  C19 1.095
30 H -0.6961 -0.3275 6.7223  C2 1.093
31 C 4.0174 1.2453 -0.2535  H16 1.088, H24 1.093, H40 1.095, O59 1.424
32 B 1.0074 -1.5665 2.4604  C21 1.594, O25 1.398, O28 1.372
33 C 2.2596 -4.2973 -2.8924  C1 1.383, C5 1.384, I49 2.105
34 H -5.6269 2.6224 1.5738  C38 1.094
35 H -6.1308 1.5916 0.2063  C38 1.094
36 H 7.6736 -2.7155 -2.5826  C7 1.087
37 H 2.0703 -2.2729 3.8658  O28 0.966
38 C -5.4778 2.4148 0.5105  H34 1.094, H35 1.094, H46 1.088, O77 1.421
39 H 0.7275 0.2230 1.3007  C21 1.091
40 H 3.6765 0.3405 0.2603  C31 1.095
41 C -3.2313 -2.0111 0.7549  C27 1.385, H53 1.081, C64 1.388
42 H -3.0467 4.5816 5.0537  C17 1.087
43 S -1.2969 -2.4048 -2.7497  C4 1.778, C50 1.774
44 H -4.5030 -0.3293 3.6206  C81 1.086
45 C -0.7445 -1.3696 -0.3033  C4 1.394, C78 1.401, N79 1.440
46 H -5.7356 3.3019 -0.0634  C38 1.088
47 H -2.5762 2.9214 5.4784  C17 1.093
48 C -1.2859 3.4376 -1.9614  C8 1.519, H52 1.093, H62 1.093, C84 1.531
49 I 3.1790 -5.9432 -3.8294  C33 2.105
50 C 0.3922 -2.8807 -2.4904  C1 1.387, S43 1.774, C63 1.400
51 H 0.2733 -0.4000 4.6027  O58 0.965
52 H -1.0828 4.2964 -2.6055  C48 1.093
53 H -4.1853 -2.2342 1.2128  C41 1.081
54 H 0.4509 2.4059 -2.8568  C8 1.091
55 H -0.3595 0.1932 2.6941  C21 1.098
56 H -1.1773 1.3316 6.3169  C2 1.087
57 H -3.7223 -2.7999 -1.1753  C27 1.080
58 O -0.3909 0.2828 4.7579  C2 1.424, H51 0.965
59 O 3.9655 1.0655 -1.6650  H9 0.963, C31 1.424
60 H 0.4528 -3.3231 1.9115  O25 0.966
61 H -2.1254 -1.7711 3.7231  C20 1.092
62 H -2.1572 2.9262 -2.3773  C48 1.093
63 C 1.1209 -2.1248 -1.5646  C22 1.387, C50 1.400, N79 1.442
64 C -2.2636 -1.4117 1.5488  C20 1.494, C41 1.388, C78 1.408
65 H -0.6160 -0.1781 -5.9490  C19 1.094
66 H -1.6173 3.2477 0.2179  C84 1.089
67 H 7.5307 -2.4656 -4.3350  C7 1.093
68 H -1.5773 2.8139 3.3993  O73 0.963
69 H 0.3656 -4.5550 -3.8546  C1 1.081
70 H -1.0939 4.8633 -0.2957  C84 1.092
71 O 0.9503 -0.4399 -4.6116  C19 1.418, H80 0.970
72 H -3.8945 1.3169 0.7593  O77 0.964
73 O -2.2453 3.4969 3.5171  C17 1.423, H68 0.963
74 H 0.7690 0.9209 -6.1184  C19 1.088
75 H 5.2586 -2.2417 -3.9873  O82 0.962
76 H 4.0409 -3.8006 -1.7678  C5 1.080
77 O -4.1167 2.1023 0.2468  C38 1.421, H72 0.964
78 C -0.9975 -1.0629 1.0397  C21 1.504, C45 1.401, C64 1.408
79 N 0.5331 -1.0101 -0.8629  N23 1.458, C45 1.440, C63 1.442
80 H 0.3656 -0.8880 -3.9808  O71 0.970
81 C -3.4959 -0.1177 3.2724  C20 1.383, H26 1.090, H44 1.086
82 O 5.8198 -2.1156 -3.2163  C7 1.426, H75 0.962
83 H 0.6504 3.0081 -1.2346  C8 1.096
84 C -1.6713 3.9827 -0.5838  H14 1.090, C48 1.531, H66 1.089, H70 1.092

Mulliken atomic charge list, values in e, 5 entries:
1 C -0.5006
2 C -0.6434
3 C -0.5148
4 C 1.7580
5 C -0.7732

[3]
This record from OMol25 describes a cluster of 2 separate species, C14H30O5PS in total at a distorted geometry. The level of theory is ωB97M-V/def2-TZVPD.

The orbital gap comes out at 7.48 eV. The net charge is +1. The LUMO energy comes out at -4.2 eV. The calculation puts the molar mass at 341.43 g/mol.

Bonds (Å) are listed after each position.
CARTESIAN COORDINATES (ANGSTROEM)
1 H 8.6953 -0.4143 0.7447  C32 1.093
2 C 2.1936 0.0860 1.5981  C11 1.517, H19 1.093, H28 1.094, O30 1.422
3 H -7.9147 1.3673 -1.7148  C6 1.158
4 H -7.4842 -1.4635 -0.8162  C41 1.160
5 H -4.7300 -0.8853 -1.5736  S7 1.417
6 C -7.0119 0.7039 -1.4227  H3 1.158, H9 1.162, H31 1.168, C41 1.619
7 S -4.6659 -1.5735 -0.3362  H5 1.417, O25 1.679, C39 1.864
8 H 1.9786 0.2684 -1.4367  C50 1.095
9 H -6.1015 1.3406 -1.0816  C6 1.162
10 O 4.4985 1.2999 -0.8128  P37 1.653, C46 1.417
11 C 2.6720 -1.0415 2.4935  C2 1.517, H15 1.093, H29 1.093, H35 1.095
12 H -2.7475 -3.1135 -0.5968  C39 1.168
13 H -1.0485 -1.7154 -1.5332  C38 1.160
14 C -3.2756 2.3152 0.2176  C24 1.319, H26 1.155
15 H 3.2879 -0.6514 3.3081  C11 1.093
16 H -8.5707 -0.1745 -0.0666  C41 1.165
17 H -6.9320 0.4468 1.6985  C36 1.166
18 H -6.8771 -1.3984 1.6053  C36 1.167
19 H 1.5443 0.7561 2.1681  C2 1.093
20 H 1.9938 2.0144 -1.1801  C50 1.091
21 H -0.6056 0.6946 -1.1948  C45 1.166
22 H 7.5551 0.4142 -0.3322  C32 1.092
23 H -2.5573 -0.7590 -2.1025  C38 1.163
24 C -2.5962 1.2432 -0.1428  C14 1.319, C45 1.623
25 O -5.1376 -0.4508 0.8193  S7 1.679, C36 1.462
26 H -3.8626 3.2153 0.6414  C14 1.155
27 H 6.9821 -0.0338 2.6419  C43 1.093
28 H 1.6108 -0.3143 0.7629  C2 1.094
29 H 1.8225 -1.5836 2.9173  C11 1.093
30 O 3.2663 0.8676 1.0865  C2 1.422, P37 1.723
31 H -6.7102 0.1196 -2.3876  C6 1.168
32 C 7.8570 0.2862 0.7096  H1 1.093, H22 1.092, C43 1.519, H51 1.093
33 O 5.5191 0.5276 1.3349  P37 1.661, C43 1.426
34 H 4.1046 2.1110 -2.6278  C46 1.093
35 H 3.2857 -1.7593 1.9396  C11 1.095
36 C -6.5863 -0.4332 1.0170  H17 1.166, H18 1.167, O25 1.462, C41 1.612
37 P 4.4446 -0.0134 0.1896  O10 1.653, O30 1.723, O33 1.661, O49 1.535
38 C -1.9550 -1.0926 -1.1651  H13 1.160, H23 1.163, C39 1.637, C45 1.615
39 C -2.8655 -2.0296 -0.1781  S7 1.864, H12 1.168, C38 1.637, H44 1.151
40 H 1.7955 1.3524 -2.8205  C50 1.094
41 C -7.4615 -0.4082 -0.3361  H4 1.160, C6 1.619, H16 1.165, C36 1.612
42 H 6.5477 -1.2717 1.4805  C43 1.094
43 C 6.7200 -0.1973 1.5933  H27 1.093, C32 1.519, O33 1.426, H42 1.094
44 H -2.4797 -2.0588 0.9055  C39 1.151
45 C -1.3662 0.2273 -0.4440  H21 1.166, C24 1.623, C38 1.615, H47 1.149
46 C 3.8153 1.2278 -2.0524  O10 1.417, H34 1.093, H48 1.094, C50 1.520
47 H -0.7623 -0.0192 0.5014  C45 1.149
48 H 4.1404 0.3459 -2.6128  C46 1.094
49 O 5.4568 -0.8612 -0.5934  P37 1.535
50 C 2.3069 1.2224 -1.8620  H8 1.095, H20 1.091, H40 1.094, C46 1.520
51 H 8.2109 1.2637 1.0485  C32 1.093

Mulliken atomic charge list, values in e, 5 entries:
1 H 0.3329
2 C 0.0132
3 H 0.3118
4 H 0.3392
5 H 0.1987

[4]
This record from OMol25 describes a cluster of 3 separate species, C10H9F3S in total at a distorted geometry. The level of theory is ωB97M-V/def2-TZVPD.

The orbital gap comes out at 8.22 eV. The LUMO energy comes out at -0.5 eV. The calculation puts the molar mass at 218.24 g/mol. As for the structure (SMILES): FC(F)(F)c1cc2cc-2c1.C=C.C=S.

Bonds (Å) are listed after each position.
CARTESIAN COORDINATES (ANGSTROEM)
1 H 2.0957 -2.1280 -1.6423  C20 1.090
2 C -2.5096 0.4302 1.7114  C5 1.525, C16 1.415, C22 1.398
3 F -4.4410 -0.4064 2.9916  C5 1.328
4 H -3.2876 -0.1411 -0.2659  C16 1.093
5 C -3.8104 0.6434 2.4783  C2 1.525, F3 1.328, F11 1.358, F13 1.304
6 C 3.0171 -2.6224 -3.4013  H10 1.132, C20 1.280, H23 1.110
7 H 2.2203 -3.9733 -2.0658  C20 1.105
8 S 1.4174 2.7841 0.2494  C21 1.597
9 C 0.1894 -0.0722 0.0998  C12 1.338, C15 1.389, H19 1.087
10 H 3.1635 -1.5179 -3.6025  C6 1.132
11 F -3.5908 1.4638 3.5383  C5 1.358
12 C -1.1335 -0.0152 -0.0930  C9 1.338, C15 1.762, C16 1.356
13 F -4.6651 1.2654 1.7151  C5 1.304
14 H 3.2203 4.1072 -0.9057  C21 1.170
15 C -0.2171 0.2477 1.3893  C9 1.389, C12 1.762, C22 1.387
16 C -2.4135 0.1306 0.3316  C2 1.415, H4 1.093, C12 1.356
17 H -0.8837 0.7328 3.2733  C22 1.085
18 H 3.3973 2.2590 -0.7085  C21 1.054
19 H 0.9709 -0.7414 -0.2518  C9 1.087
20 C 2.4954 -2.9229 -2.2721  H1 1.090, C6 1.280, H7 1.105
21 C 2.7814 3.0936 -0.5209  S8 1.597, H14 1.170, H18 1.054
22 C -1.2350 0.6231 2.2527  C2 1.398, C15 1.387, H17 1.085
23 H 3.2185 -3.2403 -4.3008  C6 1.110

Mulliken atomic charge list, values in e, 5 entries:
1 H -0.1019
2 C 0.5001
3 F -0.2514
4 H 0.3736
5 C 0.8172